The following is a quantum chemistry calculation of the molecule C3H7NOS, from the OMol25 dataset.

Results
ΔE to the lowest compared entry with this formula, charge and spin = 32.8 kcal per mole
gap between HOMO and LUMO = 9.8 eV
SMILES = N[C@H](C=O)CS
LUMO level = 0.712 eV
HOMO level = -9.1 eV

The geometry in XYZ format:
```
13
Properties=species:S:1:pos:R:3:forces:R:3:lowdin_charge:R:1
N -0.5050 -0.7866 -1.1696 0.135 0.658 -0.733 0.031
C 0.3158 0.1398 -0.3836 -0.973 -0.800 -0.552 -0.434
C 1.7135 -0.4770 -0.4193 -1.788 0.034 1.062 -0.254
O 2.7136 0.1133 -0.6471 1.106 0.297 -0.347 0.092
C -0.2409 0.3646 1.0361 1.060 0.850 -0.204 -0.531
S -1.3274 1.8156 1.1541 -0.606 -0.467 -0.109 0.706
H -1.3403 -0.3535 -1.5347 -0.021 -0.183 0.079 0.072
H -0.6772 -1.7110 -0.8196 -0.024 -0.051 0.428 0.068
H 0.2823 1.0865 -0.9203 0.406 0.041 0.051 0.123
H 1.6491 -1.5452 -0.1197 0.525 -0.188 -0.245 0.130
H -0.7183 -0.5347 1.4083 0.063 -0.002 0.262 0.075
H 0.5967 0.6895 1.6636 -0.118 -0.419 0.260 0.067
H -2.4619 1.1985 0.7517 0.233 0.229 0.048 -0.144
```
Positions in Å, forces in eV/Å.